Record 1
This record from the Open Molecules 2025 dataset describes a cluster of 4 separate species, C32H30Br2F12N3O3S2 in total at a distorted geometry. The level of theory is wB97M-V/def2-TZVPD.

CARTESIAN COORDINATES (ANGSTROEM)
C 6.55 2.38 -0.28
C 7.15 2.05 -1.72
Br 9.04 2.62 -2.02
C 6.37 1.38 -2.70
Br 7.26 0.97 -4.45
C 4.86 0.90 -2.58
N 4.36 0.33 -1.27
C 2.95 0.00 -1.66
N 2.37 -1.16 -1.43
C 0.97 -1.41 -1.92
C 0.04 -1.66 -0.63
C -1.52 -1.35 -0.85
S -2.35 -2.87 -1.51
N 2.53 1.21 -2.37
S 1.09 2.01 -1.90
O 0.68 1.40 -0.57
O 0.03 1.79 -2.97
C 1.19 3.85 -1.67
F 2.10 4.29 -0.67
F 1.64 4.45 -2.91
C -0.25 4.57 -1.38
F -1.11 4.50 -2.51
F 0.08 5.96 -1.20
C -0.99 4.05 -0.06
F -0.15 3.81 1.05
F -1.82 2.95 -0.41
F -1.89 5.10 0.34
C 3.66 1.96 -2.97
F 4.16 3.16 -2.36
C 3.77 1.92 -4.60
C 2.62 2.75 -5.34
O 2.89 3.94 -5.66
F 1.34 2.26 -5.71
H 6.42 1.36 0.26
H 7.22 3.01 0.40
H 5.51 2.86 -0.28
H 4.77 0.01 -3.32
H 4.15 1.05 -0.53
H 2.92 -1.88 -0.91
H 0.58 -0.64 -2.67
H 1.01 -2.42 -2.49
H 0.46 -1.10 0.29
H 0.15 -2.78 -0.37
H -1.74 -0.39 -1.43
H -1.96 -1.18 0.21
H -2.14 -2.86 -2.88
H 3.73 0.84 -5.01
H 4.77 2.39 -4.92
F -3.95 -0.76 0.15
C -5.22 -0.74 -0.31
C -6.21 -1.39 0.40
C -7.52 -1.37 -0.07
C -7.82 -0.70 -1.26
C -6.81 -0.06 -1.97
C -5.50 -0.07 -1.49
H -5.96 -1.91 1.32
H -8.31 -1.87 0.49
H -8.84 -0.69 -1.63
H -7.04 0.46 -2.89
H -4.71 0.43 -2.03
F -7.83 -2.57 3.31
C -7.11 -3.17 4.27
C -6.22 -4.17 3.92
C -5.46 -4.79 4.91
C -5.62 -4.40 6.24
C -6.52 -3.40 6.58
C -7.26 -2.77 5.59
H -6.12 -4.46 2.88
H -4.76 -5.57 4.65
H -5.03 -4.89 7.02
H -6.64 -3.10 7.62
H -7.96 -1.98 5.83
F 4.52 0.88 1.22
C 4.30 -0.08 2.15
C 5.32 -0.43 3.02
C 5.09 -1.41 3.98
C 3.85 -2.04 4.05
C 2.83 -1.68 3.16
C 3.06 -0.69 2.21
H 6.28 0.07 2.95
H 5.88 -1.68 4.67
H 3.67 -2.81 4.79
H 1.87 -2.18 3.21
H 2.28 -0.40 1.52

Values from the calculation:
frontier orbital gap	5.54	eV
net charge	+1
DFT total energy	-8769.6171	Eh
HOMO level	-10.7	eV

These are the Mulliken partial charges, in e, on atoms 1 to 2:
1. C -0.663
2. C 0.010


Record 2
This record from the Open Molecules 2025 dataset describes a cluster of 8 separate species, C32H30Cl28F17N3O2PS in total at a distorted geometry. The level of theory is wB97M-V/def2-TZVPD.

CARTESIAN COORDINATES (ANGSTROEM)
C -0.74 -5.11 0.52
C 0.82 -4.86 0.97
C 0.78 -3.86 2.19
C 2.04 -2.81 2.28
N 2.37 -2.35 0.95
P 3.58 -1.10 0.64
C 3.20 -1.02 -1.26
C 4.37 -1.61 -2.23
C 3.97 -1.07 -3.72
S 2.53 -1.97 -4.48
C 2.25 0.22 1.10
C 1.09 0.51 0.04
C -0.16 1.33 0.61
F -0.30 1.38 2.01
F -0.03 2.71 0.18
C -1.59 0.87 -0.03
F -2.41 2.05 0.08
F -1.37 0.70 -1.41
C -2.28 -0.34 0.71
F -1.23 -1.29 0.98
F -2.79 -0.02 2.01
C -3.39 -1.16 -0.07
F -3.73 -2.28 0.76
F -2.75 -1.78 -1.20
C -4.64 -0.38 -0.65
F -5.36 -1.33 -1.46
F -4.24 0.61 -1.60
C -5.63 0.33 0.35
F -6.65 0.94 -0.46
F -5.06 1.44 1.05
C -6.39 -0.54 1.44
F -7.33 0.35 2.05
F -5.57 -0.97 2.52
C -7.27 -1.77 0.92
F -8.11 -1.48 -0.16
F -6.56 -2.93 0.60
F -8.13 -2.12 2.02
C 4.18 -0.93 2.47
O 5.06 -1.99 2.93
C 5.01 -2.00 4.38
N 4.83 -2.36 0.24
C 4.46 -3.56 0.31
O 4.06 -4.73 0.32
C 4.96 0.25 0.26
C 4.67 1.66 -0.23
C 5.75 2.73 -0.50
C 7.11 2.09 -0.18
C 7.27 0.66 0.25
N 6.28 -0.29 0.48
H -1.34 -4.16 0.77
H -0.85 -5.25 -0.61
H -1.23 -5.95 1.13
H 1.35 -4.51 0.03
H 1.21 -5.91 1.21
H -0.17 -3.25 2.33
H 0.89 -4.49 3.16
H 2.90 -3.46 2.70
H 1.69 -2.07 3.07
H 1.50 -2.25 0.40
H 3.09 0.03 -1.69
H 2.26 -1.60 -1.53
H 5.40 -1.19 -2.03
H 4.32 -2.75 -2.32
H 4.90 -1.26 -4.37
H 3.78 0.05 -3.73
H 1.96 -2.65 -3.41
H 1.63 -0.13 2.02
H 2.70 1.20 1.53
H 1.54 1.21 -0.76
H 0.64 -0.43 -0.45
H 3.35 -0.65 3.21
H 4.84 0.02 2.57
H 4.84 -0.97 4.83
H 6.02 -2.38 4.78
H 4.16 -2.70 4.70
H 3.58 1.97 -0.42
H 5.56 3.78 -0.85
H 8.04 2.75 -0.28
H 8.35 0.30 0.44
C -11.72 -0.58 0.89
Cl -11.34 0.27 -0.62
Cl -10.26 -1.43 1.46
Cl -12.24 0.59 2.12
Cl -13.01 -1.76 0.60
C 4.55 3.56 -4.30
Cl 4.97 2.67 -2.82
Cl 2.97 4.35 -4.08
Cl 5.79 4.79 -4.63
Cl 4.46 2.43 -5.67
C -13.39 -4.93 3.55
Cl -12.93 -5.85 4.99
Cl -14.95 -4.12 3.83
Cl -12.15 -3.71 3.20
Cl -13.55 -6.03 2.16
C 4.47 8.33 -5.68
Cl 3.65 7.57 -4.31
Cl 5.96 9.13 -5.11
Cl 4.89 7.10 -6.89
Cl 3.40 9.54 -6.42
C 0.30 6.67 -2.06
Cl 1.99 7.20 -1.90
Cl -0.79 8.03 -1.70
Cl 0.01 6.10 -3.72
Cl -0.02 5.35 -0.92
C -5.68 1.91 -5.13
Cl -5.28 0.99 -3.67
Cl -7.24 2.75 -4.90
Cl -4.41 3.11 -5.45
Cl -5.81 0.81 -6.52
C 6.68 2.17 5.68
Cl 8.38 2.65 5.84
Cl 5.63 3.56 6.03
Cl 6.38 1.61 4.02
Cl 6.32 0.85 6.82

Values from the calculation:
frontier orbital gap	6.57	eV
net charge	-1
DFT total energy	-16874.3122	Eh
HOMO level	-5.4	eV

These are the Mulliken partial charges, in e, on atoms 1 to 2:
1. C -0.710
2. C -0.183


Number 1: E_LUMO -0.1883 Ha. Number 2: E_LUMO 0.0414 Ha.